[1]
Density functional theory data (ωB97M-V with the def2-TZVPD basis set) for a molecular structure, C4H2O2 in a non-equilibrium geometry.

Last column: Mulliken spin population.
Atoms and positions in Å:
C1 0.2092 0.8592 1.5320  0.241
C2 0.6858 -1.0315 -0.3770  0.635
C3 1.3056 0.0643 0.1159  0.176
C4 0.5385 -0.4237 1.2856  -0.045
O1 1.1732 1.4226 0.6346  -0.004
O2 0.1451 -1.5958 0.7608  0.058
H1 -0.2849 1.6077 2.0795  0.007
H2 -0.5884 -1.5508 -2.2325  0.931

Cartesian forces, eV/Å:
C 1.50 0.75 -0.54
C 0.67 0.85 -1.14
C 1.03 0.70 1.44
C -0.05 0.97 0.15
O -0.55 -0.67 -1.19
O -1.22 -2.71 0.77
H -0.95 0.19 1.01
H -0.43 -0.08 -0.51

The value obtained for the lowest unoccupied orbital energy (spin up / spin down) is -0.34 / -2.40 eV. The spin multiplicity is 3. As for the highest occupied orbital energy (spin up / spin down): -0.3266 / -0.3507 Ha. As for the total energy: -8261.8108 eV. The HOMO-LUMO gap (spin up / spin down) comes out at 0.314 / 0.262 Eh.



[2]
Density functional theory data (ωB97M-V with the def2-TZVPD basis set) for 11 unconnected molecules or ions with the total composition C4H30N2O12 in a non-equilibrium geometry.

Last column: natural (NBO) charge in e.
Atoms and positions in Å:
C1 -1.2300 3.2477 -1.7101  -0.443
N1 -0.7633 1.9583 -1.3071  -0.668
C2 -0.9129 1.0064 -2.4573  -0.222
C3 -0.2576 -0.2968 -1.8921  -0.228
N2 -1.0382 -0.9355 -0.8778  -0.727
C4 -0.6234 -2.1667 -0.1845  0.897
O1 -1.0260 -2.2417 0.9499  -0.707
O2 0.0008 -3.1329 -0.8193  -0.706
H1 -1.5317 3.9602 -0.8237  0.213
H2 -2.3129 3.0722 -2.1792  0.175
H3 -0.2813 3.6245 -2.2472  0.210
H4 -1.2984 1.6521 -0.4814  0.361
H5 -1.9165 1.1344 -2.7161  0.196
H6 -0.2660 1.3566 -3.2483  0.202
H7 -0.0320 -0.9146 -2.8027  0.211
H8 0.8093 -0.2667 -1.5132  0.193
H9 -1.5026 -0.4212 -0.1259  0.442
H10 0.6159 -3.6556 -0.2231  0.500
O3 0.3411 2.8668 2.1307  -0.981
H11 1.0296 3.2787 1.7012  0.489
H12 0.6587 2.0006 2.6702  0.484
O4 -3.5736 -2.3589 -0.8340  -0.928
H13 -2.7362 -2.3743 -1.1704  0.472
H14 -3.7497 -1.4534 -0.5442  0.468
O5 1.6150 3.1078 -0.0118  -1.029
H15 0.7724 2.5128 -0.0795  0.538
H16 1.6942 3.8022 -0.6457  0.481
O6 1.6754 -1.3067 0.7891  -0.955
H17 1.1597 -0.9499 0.0820  0.476
H18 2.6384 -1.1202 0.6355  0.486
O7 -1.2237 0.7029 1.3301  -0.954
H19 -1.6630 1.5631 1.2894  0.490
H20 -1.5735 0.1671 2.0285  0.492
O8 -3.4004 -1.1180 1.8126  -0.963
H21 -3.2289 -1.7965 1.1214  0.495
H22 -2.8055 -1.3739 2.5037  0.460
O9 1.4292 -4.3945 0.8786  -0.886
H23 0.5814 -4.3422 1.2946  0.482
H24 1.7033 -3.5393 0.8613  0.484
O10 -0.1168 -2.2024 3.4943  -0.926
H25 -0.4707 -1.4884 3.1019  0.460
H26 -0.5455 -2.9917 3.2921  0.470
O11 4.3024 2.1104 0.4778  -0.971
H27 3.6101 2.5758 -0.1669  0.502
H28 3.7397 1.6604 1.1120  0.462
O12 3.5195 -0.0495 -1.4694  -0.934
H29 4.0623 -0.3072 -2.2267  0.471
H30 4.1219 -0.1622 -0.7995  0.465

Cartesian forces, eV/Å:
C -1.36 1.40 0.78
N -0.21 -0.43 1.17
C 3.52 0.33 3.78
C 0.90 -0.82 -2.04
N 0.28 -3.84 0.74
C -1.62 2.28 -0.98
O 0.11 -0.92 0.98
O 0.28 0.97 -1.32
H 1.18 -1.36 -1.43
H 2.39 1.06 -0.29
H -2.42 0.41 -0.12
H 0.35 -0.27 -1.10
H -1.80 -1.25 -0.93
H 0.08 0.21 -0.33
H -0.99 -0.30 0.83
H -0.90 1.57 -0.62
H 0.57 0.51 -0.53
H -0.76 -0.14 -0.58
O -2.46 -4.42 4.21
H 2.93 1.09 -1.35
H -0.82 3.42 -2.27
O -4.01 -0.02 1.72
H 3.41 0.26 -1.53
H 0.09 -0.17 -0.51
O -0.63 -1.79 0.83
H 1.73 1.67 -0.93
H -0.66 0.39 -0.89
O 2.05 -0.63 1.18
H 0.12 0.79 -0.72
H -1.68 -0.03 -0.22
O 0.67 0.62 -0.76
H 0.06 -0.26 0.93
H -0.86 -0.06 0.35
O -0.61 -0.19 -0.89
H -0.08 0.31 0.65
H 0.33 -0.42 0.67
O -0.67 -3.97 -0.60
H -0.87 -0.22 1.02
H 2.04 4.42 0.67
O 3.55 -1.82 3.70
H -1.95 3.23 -2.55
H -1.37 -1.48 -0.88
O -1.60 1.37 -2.12
H 1.92 -1.71 2.29
H -0.24 0.15 0.07
O -1.77 -0.11 -2.81
H -0.43 0.08 -0.21
H 2.21 0.10 2.90

The value obtained for the lowest unoccupied orbital energy is 0.07 eV. As for the structure (SMILES): CNCCNC(=O)O.O.O.O.O.O.O.O.O.O.O. As for the highest occupied orbital energy: -0.3557 Ha. As for the total energy: -32182.0962 eV. The HOMO-LUMO gap comes out at 0.358 Eh.



[3]
Density functional theory data (ωB97M-V with the def2-TZVPD basis set) for 9 unconnected molecules or ions with the total composition C4H30N2O9 in a non-equilibrium geometry.

Last column: natural (NBO) charge in e.
Atoms and positions in Å:
C1 2.0577 -2.2085 1.7445  -0.079
O1 2.7780 -2.5148 0.5048  -0.749
C2 1.1755 -0.9763 1.3749  -0.064
C3 0.3041 -0.7475 2.6397  -0.470
C4 -1.0557 -0.1592 2.5903  -0.249
N1 -1.1286 1.1714 1.8076  -0.724
N2 0.4105 -1.3020 0.0603  -0.710
H1 1.4134 -3.0713 1.9515  0.189
H2 2.7879 -1.9879 2.5369  0.223
H3 3.6702 -2.7967 0.7624  0.501
H4 1.8533 -0.1673 1.1455  0.241
H5 0.9735 -0.0040 3.1578  0.245
H6 0.2017 -1.5993 3.3240  0.263
H7 -1.5507 0.0952 3.5454  0.256
H8 -1.8486 -0.8377 2.2027  0.262
H9 -2.1543 1.3492 1.7695  0.460
H10 -0.7396 1.3212 0.8420  0.480
H11 -0.7045 1.8825 2.4233  0.429
H12 0.7377 -0.7141 -0.7045  0.487
H13 0.6477 -2.2368 -0.3232  0.469
H14 -0.5813 -1.2900 0.2865  0.442
H15 -1.2334 2.5121 -3.9247  0.514
H16 -1.3711 3.4765 -2.6987  0.501
O2 -1.3146 2.5495 -2.9606  -0.972
H17 2.1070 2.2095 -2.1444  0.497
H18 2.3241 1.1813 -3.2367  0.496
O3 1.6700 1.4633 -2.5888  -0.966
H19 -1.9927 -3.6007 -0.8589  0.502
H20 -2.3481 -2.4455 -1.7178  0.497
O4 -1.7778 -2.6608 -0.9654  -0.985
H21 2.6577 -1.8860 -2.6685  0.496
H22 1.8540 -0.8060 -3.1521  0.473
O5 1.9207 -1.3348 -2.3452  -0.959
H23 -2.3988 1.9985 -1.8295  0.498
H24 -3.7177 1.1847 -1.2997  0.494
O6 -2.8387 1.5140 -1.1117  -1.020
H25 -0.7934 1.2883 -1.3293  0.516
H26 0.7600 1.5088 -1.1739  0.518
O7 -0.0866 1.4501 -0.6877  -1.011
H27 3.5845 3.1285 0.2102  0.491
H28 2.2412 3.9455 0.2991  0.488
O8 2.6418 3.0728 0.3982  -0.976
H29 -4.4632 -0.7035 0.7521  0.499
H30 -3.1133 -1.3844 0.3542  0.486
O9 -3.5594 -0.8678 1.0379  -0.980

Cartesian forces, eV/Å:
C 0.43 0.18 -2.35
O 0.03 0.14 1.27
C -0.09 -2.10 0.39
C 1.50 1.71 0.89
C -1.92 0.40 -1.14
N -1.26 0.04 1.45
N 1.17 -1.03 1.48
H 0.15 0.19 0.43
H -0.65 -0.01 -0.01
H -0.32 -0.02 -0.34
H -0.23 0.43 -0.05
H -0.65 -0.76 0.10
H 0.42 -0.17 -0.51
H 1.02 -0.12 0.01
H 0.78 0.48 -0.39
H 0.74 0.24 -0.34
H 0.25 -0.61 -0.09
H -0.26 -0.12 -0.44
H -0.50 0.55 -0.05
H -0.12 0.27 0.58
H -0.10 0.19 -0.91
H -0.12 0.16 0.27
H 0.15 0.10 -0.37
O 0.13 0.23 -0.26
H 0.05 -0.01 -0.26
H 0.07 0.04 0.01
O 0.61 0.65 -0.10
H 0.24 0.05 0.28
H 0.24 0.28 -0.06
O -0.67 -0.32 -0.19
H -0.24 -0.35 0.92
H -0.73 0.24 0.33
O 0.82 -0.23 -1.16
H -1.03 -0.22 -0.62
H 0.03 0.35 -0.59
O 0.54 -0.42 1.37
H 0.30 0.15 -0.08
H -0.74 -0.16 0.11
O 0.11 -0.29 0.66
H -0.06 0.40 0.09
H 0.47 -0.01 0.03
O -0.46 -0.46 -0.25
H -0.02 -0.17 -0.06
H -0.36 -0.09 -0.14
O 0.29 0.19 0.10

The value obtained for the lowest unoccupied orbital energy is -5.25 eV. As for the net charge: +2. As for the highest occupied orbital energy: -0.6141 Ha. As for the total energy: -26028.2866 eV. The HOMO-LUMO gap comes out at 0.421 Eh.